# C17H17B3N2O8S

A 3-piece molecular cluster, C17H17B3N2O8S overall at a distorted geometry (ωB97M-V/def2-TZVPD, OMol25).

```
48
Properties=species:S:1:pos:R:3:forces:R:3:mulliken_charge:R:1
S -2.3654 -3.1267 4.2934 0.812 -2.616 -3.174 -0.222
O -1.8322 -1.1038 -1.8916 -0.275 -0.006 -0.242 -0.356
O -1.1305 -2.8125 0.7609 3.268 -0.548 0.907 -0.600
O 1.8449 1.7481 0.8360 0.429 0.663 0.030 -0.402
O -1.2678 1.0886 2.2408 2.590 -3.129 -0.592 -0.555
O 0.9697 -2.4435 -0.4840 -0.612 -0.039 3.726 -0.211
O 2.2865 6.4156 -1.6404 -0.015 -0.297 0.154 -0.548
O 0.9308 -4.2938 1.1417 -1.509 2.452 0.094 -0.421
O -6.4106 0.6610 -3.8998 0.292 -0.107 0.121 -0.551
N -1.3214 -4.9058 2.1717 -1.965 4.796 3.244 -0.522
N 3.7474 -1.7938 3.2850 -0.574 1.206 -0.888 -0.720
C -3.4000 -1.2015 -3.6430 -0.182 -0.031 -0.247 -0.436
C -4.8438 0.7592 -2.1484 0.230 0.025 0.257 -0.450
C 0.8807 4.6609 -0.9502 -0.188 -0.261 0.099 -0.414
C -5.3602 0.2566 -3.4397 -0.437 0.159 -0.181 0.268
C -0.1564 -0.2656 0.4895 0.843 -0.154 0.883 0.436
C 2.1858 5.3449 -1.0730 0.010 0.447 -0.233 0.282
C 0.7692 3.4876 -0.3261 -0.188 0.186 -0.149 -0.198
C 1.9468 2.8208 0.2678 -0.006 -0.225 0.158 0.322
C -4.5507 -0.7570 -4.1493 0.278 -0.205 -0.033 -0.372
C 3.2519 3.5041 0.1453 0.187 0.209 -0.103 -0.398
C -3.6931 0.3146 -1.6421 -0.207 0.194 0.053 -0.252
C -0.4614 0.1458 2.0078 -2.277 2.951 -0.824 0.174
C 3.1253 -1.4314 1.9549 -0.997 -0.576 0.010 0.711
C 3.1651 -2.7247 0.9638 0.107 -0.077 -0.177 -0.726
C -2.8841 -0.6989 -2.3522 0.254 -0.137 0.128 0.317
C -1.8999 -4.1346 3.0441 1.993 -1.186 -0.524 0.457
C 3.3637 4.6773 -0.4786 0.175 -0.259 0.176 -0.395
B 1.6744 -3.2043 0.5537 -0.286 0.072 -1.478 0.577
B -0.4585 -3.9804 1.3270 -0.226 -0.076 -0.953 0.344
B -0.1564 -1.8730 0.2623 0.007 -0.578 -1.708 0.734
H 2.9519 -2.0620 3.8837 0.864 0.266 -0.075 0.269
H -3.3012 0.6717 -0.6972 0.001 -0.031 0.018 0.545
H -4.9426 -1.1139 -5.0937 -0.030 0.031 0.024 0.407
H -0.1790 2.9736 -0.2263 0.026 -0.023 0.067 0.463
H 3.7087 -2.4121 0.0098 -0.680 -0.552 1.194 0.195
H 3.7341 -3.5863 1.4534 -0.608 1.399 -0.506 0.233
H -5.4487 1.5013 -1.6427 -0.021 -0.015 -0.033 0.438
H -2.7949 -1.9437 -4.1485 0.024 0.008 0.042 0.424
H 0.9242 0.0962 0.2362 -2.113 -0.820 0.579 0.181
H 2.0269 -1.1422 2.1722 1.548 -0.260 -0.661 -0.522
H 4.1412 -0.9018 3.6297 -0.392 -0.887 0.238 0.280
H 0.0382 -0.3382 2.9168 -0.356 0.211 -1.278 0.227
H 4.3119 5.1909 -0.5779 -0.039 0.026 -0.017 0.406
H -0.8558 0.2702 -0.2297 0.756 -0.704 1.252 -0.407
H 0.0291 5.1634 -1.3915 0.037 0.027 -0.004 0.424
H 3.6031 -0.5023 1.4915 -0.517 -1.507 0.621 0.162
H 4.1033 3.0014 0.5869 -0.029 -0.022 0.007 0.405
```
Positions in Å, forces in eV/Å.

## Properties
SMILES: NCCB1OB(CC=O)OB(N=C=S)O1.O=C1C=CC(=O)C=C1.O=C1C=CC(=O)C=C1
E, eV: -50132.1135
Gap between HOMO and LUMO, eV: 7.8028
LUMO energy, eV: -1.9
Net charge: 0

# C3H9INS

C3H9INS as an isolated structure at a distorted geometry (ωB97M-V/def2-TZVPD, OMol25).

```
15
Properties=species:S:1:pos:R:3:forces:R:3:mulliken_charge:R:1
I 2.8868 0.2188 -0.0792 -1.080 -0.163 0.101 0.148
S 0.6779 -1.4063 -1.7048 1.621 0.603 0.481 -0.042
N -0.0504 1.9032 -0.8841 0.510 1.648 -0.330 -0.267
C -0.5486 0.8298 -0.0363 1.831 -4.115 -0.957 -0.670
C 0.8966 -0.7417 -0.0361 -1.300 2.332 -0.334 -0.109
C 0.7193 -1.6161 1.2218 -0.742 -2.324 -2.030 -0.999
H -0.7899 2.5913 -1.1568 0.462 -0.362 0.741 0.388
H 0.3137 1.6419 -1.8573 0.023 -0.458 1.735 0.347
H -1.4245 0.3966 -0.5028 0.018 -0.210 0.192 0.395
H 0.1116 -2.5951 0.9586 1.036 2.068 0.485 0.264
H 0.2848 -1.1553 2.0679 -0.781 0.892 0.601 0.315
H 0.6812 2.3932 -0.3092 -0.404 -0.231 -1.218 0.347
H -0.4870 -1.8978 -1.4544 -1.512 -0.718 0.219 0.143
H -0.5994 0.9243 1.0201 -0.064 1.188 0.570 0.361
H 1.6759 -1.9612 1.5892 0.381 -0.150 -0.255 0.380
```
Positions in Å, forces in eV/Å.

## Properties
E, eV: -23673.7826
Gap between HOMO and LUMO, eV: 9.3268
LUMO energy, eV: -3.7
Energy above the lowest of the compared OMol25 structures with the same formula, charge and spin, kJ/mol: 183.0
Net charge: +1

# C22H27Cl2N6O3PtS

C22H27Cl2N6O3PtS as an isolated structure (ωB97M-V/def2-TZVPD, OMol25).

```
62
Properties=species:S:1:pos:R:3:forces:R:3:mulliken_charge:R:1
Pt 2.0114 -0.1347 -0.6266 -0.264 0.181 -0.378 0.294
Cl -4.7736 -3.3284 0.1300 -0.017 0.009 0.011 -0.217
Cl -1.7349 0.8765 1.6975 -0.019 0.087 -0.070 -0.162
S 2.0194 -2.4104 -0.4455 -0.034 0.044 0.285 -0.644
O 0.6827 -0.1261 -3.3638 0.147 0.016 -0.114 -0.649
O 0.0579 -0.3295 -1.2189 0.271 0.098 0.044 0.206
O 2.0618 1.9749 -0.8725 -0.001 -0.103 -0.228 -0.659
N -0.2197 -2.0161 0.9873 0.103 0.230 -0.003 0.227
N 1.3967 -3.3265 1.9592 0.012 -0.088 -0.001 -0.118
N -2.9938 -1.0111 -0.3501 0.263 -0.032 0.096 0.325
N -0.0895 2.5083 -1.3087 -0.144 -0.089 -0.008 0.114
N 3.9500 0.0400 -0.0711 0.070 -0.001 0.116 -0.235
N 5.8762 0.9759 0.3703 0.008 -0.008 -0.025 0.182
C -3.3981 -1.1563 0.9742 -0.106 -0.007 -0.060 -1.206
C 4.8571 -0.9542 0.2205 0.022 -0.002 -0.031 -0.432
C -1.5710 -0.8117 -2.8659 -0.035 -0.002 0.087 -1.281
C 6.8962 2.0032 0.5340 -0.008 -0.002 0.008 -0.844
C -4.1216 2.3509 -1.4523 -0.010 0.012 -0.012 -0.713
C 0.6325 -3.6222 3.1596 -0.016 -0.038 -0.019 -0.972
C -3.3658 -0.4984 3.3218 0.014 -0.032 0.017 -0.787
C 1.6749 4.0327 -1.9774 0.014 -0.008 -0.007 -1.206
C -4.2321 -1.5292 3.6429 -0.004 0.007 0.001 -0.561
C -4.2389 -2.2151 1.3503 -0.029 0.024 -0.006 0.453
C -3.9619 1.2128 -0.6789 0.013 -0.044 -0.007 -0.434
C -2.9360 -0.3389 2.0139 0.020 -0.001 -0.031 1.205
C -3.5040 2.4453 -2.6918 0.025 0.002 0.035 -0.934
C -0.1425 -0.4053 -2.5307 -0.181 -0.002 0.287 0.805
C -2.5241 0.2521 -2.3656 0.072 -0.076 0.047 0.298
C 0.9774 -2.5672 0.9579 -0.029 -0.158 -0.174 0.659
C -2.7201 1.3913 -3.1383 0.003 0.030 0.020 -0.523
C -3.1573 0.1650 -1.1186 -0.097 0.076 -0.047 0.614
C 4.5998 1.1884 0.0273 -0.028 0.005 0.049 -0.279
C 1.2034 2.7517 -1.3636 0.049 -0.021 0.208 0.940
C -4.6505 -2.4073 2.6557 0.017 -0.018 -0.002 -0.561
C 6.0561 -0.3794 0.4925 -0.003 0.008 0.021 -0.348
H -1.6537 -0.9307 -3.9432 0.027 0.043 -0.016 0.508
H -2.9978 0.1781 4.0804 -0.008 0.009 0.000 0.472
H 2.3902 3.7944 -2.7633 -0.007 -0.001 -0.003 0.296
H -1.7569 -1.7802 -2.4014 0.006 -0.014 -0.055 0.234
H -0.4455 -1.3325 0.2581 -0.118 -0.177 -0.058 -0.276
H -4.4822 1.1266 0.2664 0.015 0.012 0.020 0.482
H 7.8018 1.5336 0.9060 0.000 0.004 0.007 0.301
H 7.0052 -0.8074 0.7612 0.005 0.001 -0.017 0.417
H -3.1006 -1.8603 -0.8842 -0.050 0.017 0.001 0.415
H -2.2330 1.4490 -4.1050 -0.004 -0.007 -0.009 0.421
H -3.6432 3.3220 -3.3104 -0.022 -0.007 -0.009 0.451
H 7.1096 2.4798 -0.4202 0.005 -0.003 -0.001 0.330
H 4.5854 -1.9925 0.1993 0.001 0.010 0.013 0.456
H -4.5745 -1.6535 4.6605 0.016 -0.011 0.004 0.430
H 2.2919 -3.7672 1.8245 0.027 0.051 0.051 0.276
H -4.7559 3.1514 -1.0951 0.010 0.005 0.002 0.436
H -0.8087 -2.0662 1.8042 0.005 0.019 -0.019 0.127
H -0.4098 1.6052 -0.9699 -0.020 -0.018 -0.022 -0.513
H 0.1350 -2.7224 3.5225 0.025 0.001 0.024 0.325
H 0.8598 4.6195 -2.3935 -0.003 0.001 0.009 0.387
H 4.1649 2.1571 -0.1396 0.021 -0.004 -0.019 0.541
H 2.1901 4.6206 -1.2182 0.000 -0.007 0.002 0.302
H 6.5642 2.7486 1.2529 0.001 0.002 -0.001 0.335
H -5.3052 -3.2360 2.8856 -0.013 0.011 -0.001 0.448
H 1.3183 -3.9521 3.9346 -0.004 -0.028 -0.012 0.348
H -0.1087 -4.4035 2.9845 -0.025 0.026 -0.012 0.321
H -0.7583 3.1177 -1.7510 0.013 -0.030 0.008 0.171
```
Positions in Å, forces in eV/Å.

## Properties
E, eV: -77461.0411
Gap between HOMO and LUMO, eV: 8.4024
LUMO energy, eV: -2.0
Energy above the lowest of the compared OMol25 structures with the same formula, charge and spin, kJ/mol: 0.0
Net charge: +1

# C3H8N2O2

One molecule with the formula C3H8N2O2 at a distorted geometry (ωB97M-V/def2-TZVPD, OMol25).

```
15
Properties=species:S:1:pos:R:3:forces:R:3:mulliken_charge:R:1
O 0.5727 -2.1679 -0.0172 -0.395 -0.800 -0.005 -0.677
O 2.3401 0.8768 0.2171 -0.035 -0.101 0.037 -0.463
N -1.9912 -0.4941 0.6091 -0.210 -0.285 0.177 -0.614
N 0.9004 -0.9601 -0.1747 4.684 2.280 2.066 0.482
C 2.0735 -0.4446 0.3793 -4.034 -1.364 -2.090 -0.134
C -1.0564 0.4932 0.1274 0.211 -0.082 -0.295 -0.580
C 0.0000 -0.0520 -0.8627 -0.590 0.519 -0.019 -0.666
H -0.5414 0.9248 0.9887 0.036 0.106 -0.092 0.339
H -0.4975 -0.6203 -1.6514 0.183 -0.039 0.080 0.351
H 0.5807 0.7638 -1.2914 -0.007 -0.042 -0.017 0.337
H 3.2042 1.0889 0.5837 -0.016 -0.100 -0.015 0.337
H -1.4833 -1.2915 0.9844 -0.097 0.035 -0.074 0.290
H 2.7241 -1.1247 0.8930 0.098 -0.139 0.133 0.422
H -2.5628 -0.8466 -0.1519 0.065 0.000 0.079 0.256
H -1.6143 1.2919 -0.3692 0.107 0.010 0.035 0.320
```
Positions in Å, forces in eV/Å.

## Properties
SMILES: NCC/[N+]([O-])=C\O
E, eV: -10313.0828
Gap between HOMO and LUMO (alpha / beta), eV: 8.1821 / 8.1811
LUMO energy (alpha / beta), eV: 0.4 / 0.4
Energy above the lowest of the compared OMol25 structures with the same formula, charge and spin, kJ/mol: 373.3
Net charge: 0

# C4H6N2O

A 2-piece molecular cluster, C4H6N2O overall at a distorted geometry (ωB97M-V/def2-TZVPD, OMol25).

```
13
Properties=species:S:1:pos:R:3:forces:R:3:mulliken_charge:R:1
O 0.3196 -2.3541 -2.1014 -0.039 0.174 1.328 -0.193
N -1.4627 0.0112 -0.8050 -0.268 0.187 -0.079 -0.456
N 1.3323 0.5562 -0.5085 -0.378 0.072 0.239 -0.509
C 0.2599 -2.1808 -0.9793 0.119 -0.431 -1.365 0.151
C 1.8220 0.6159 0.9266 0.288 0.047 0.339 -0.312
C 0.4765 0.5601 0.4086 0.225 -0.099 -0.344 0.317
C -0.9824 0.3260 0.5255 0.092 0.021 0.124 -0.429
H -1.4744 1.1797 1.0220 0.172 -0.116 -0.065 0.321
H -2.4461 -0.2235 -0.8219 0.006 0.132 0.045 0.196
H 2.2809 1.5491 1.2462 -0.147 -0.087 0.049 0.228
H -1.1073 -0.5411 1.1878 -0.015 0.097 -0.115 0.278
H 2.2714 -0.2949 1.3223 0.062 0.141 -0.074 0.202
H -1.2898 0.7962 -1.4229 -0.117 -0.137 -0.082 0.206
```
Positions in Å, forces in eV/Å.

## Properties
E, eV: -9270.4941
Gap between HOMO and LUMO, eV: 10.7077
LUMO energy, eV: 0.9
Energy above the lowest of the compared OMol25 structures with the same formula, charge and spin, kJ/mol: 290.2
Net charge: 0